(1)
The following is a DFT calculation (ωB97M-V/def2-TZVPD) of 9 unconnected molecules or ions with the total composition C18H54O9.

As for the HOMO energy: -9.83 eV. The LUMO energy is 0.344 eV. Its SMILES is CC(C)O.CC(C)O.CC(C)O.CC(C)O.CC(C)O.CC(C)O.O.O.O. As for the orbital gap: 10.18 eV. The value obtained for the energy above the lowest of the compared OMol25 structures with the same formula, charge and spin is 120.6 kJ/mol. Its total charge is 0.

Bonds (Å) are listed after each position.
CARTESIAN COORDINATES (ANGSTROEM)
1 C 0.64055 -1.29207 4.39395  C2 1.543, H5 1.124, H6 1.083, H7 1.073
2 C -0.47801 -2.35522 4.40300  C1 1.543, C3 1.509, O4 1.448, H8 1.079
3 C -1.27006 -2.32105 5.68753  C2 1.509, H9 1.115, H10 1.085, H11 1.096
4 O -1.39115 -2.06156 3.31867  C2 1.448, H12 0.969
5 H 0.26706 -0.30629 4.78259  C1 1.124
6 H 1.00350 -1.17634 3.37976  C1 1.083
7 H 1.44748 -1.67361 4.98952  C1 1.073
8 H -0.04838 -3.34114 4.31181  C2 1.079
9 H -0.53574 -2.26571 6.52504  C3 1.115
10 H -1.80181 -3.25045 5.86375  C3 1.085
11 H -1.90868 -1.43073 5.70761  C3 1.096
12 H -0.94542 -2.40272 2.52883  O4 0.969
13 C -0.67034 2.06129 3.03575  C14 1.507, H17 1.070, H18 1.123, H19 1.071
14 C -0.15420 3.34207 3.63863  C13 1.507, C15 1.555, O16 1.408, H20 1.101
15 C 0.70267 3.07207 4.90762  C14 1.555, H21 1.069, H22 1.110, H23 1.048
16 O 0.51364 4.07998 2.64196  C14 1.408, H24 0.960
17 H -1.23407 1.36298 3.61874  C13 1.070
18 H 0.24016 1.57502 2.59406  C13 1.123
19 H -1.29543 2.31687 2.20484  C13 1.071
20 H -1.02176 3.89082 4.03777  C14 1.101
21 H 1.27525 2.17985 4.77296  C15 1.069
22 H 0.05511 2.81595 5.77247  C15 1.110
23 H 1.41861 3.79990 5.14623  C15 1.048
24 H 1.41234 3.75282 2.56235  O16 0.960
25 C 0.17101 3.38304 -4.34899  C26 1.547, H29 1.070, H30 1.105, H31 1.077
26 C 1.28655 2.45584 -4.88537  C25 1.547, C27 1.546, O28 1.472, H32 1.118
27 C 2.66857 2.62241 -4.21269  C26 1.546, H33 1.112, H34 1.111, H35 1.130
28 O 0.92083 1.03796 -4.73191  C26 1.472, H36 0.941
29 H -0.78040 3.23245 -4.81409  C25 1.070
30 H 0.38498 4.45369 -4.52140  C25 1.105
31 H -0.06831 3.28719 -3.30370  C25 1.077
32 H 1.36786 2.61494 -5.98938  C26 1.118
33 H 2.93572 3.64913 -4.54438  C27 1.112
34 H 3.36897 1.83405 -4.56222  C27 1.111
35 H 2.76374 2.66594 -3.08714  C27 1.130
36 H 0.69840 0.96588 -3.82012  O28 0.941
37 C 4.45552 -1.63212 -4.43963  C38 1.550, H41 1.100, H42 1.080, H43 1.067
38 C 3.32202 -1.85180 -5.47314  C37 1.550, C39 1.551, O40 1.438, H44 1.115
39 C 3.02031 -3.35886 -5.68107  C38 1.551, H45 1.080, H46 1.087, H47 1.090
40 O 2.10513 -1.23010 -5.02511  C38 1.438, H48 0.944
41 H 4.24307 -2.23921 -3.54754  C37 1.100
42 H 4.53885 -0.60114 -4.12926  C37 1.080
43 H 5.41827 -1.93637 -4.78324  C37 1.067
44 H 3.68251 -1.36270 -6.40762  C38 1.115
45 H 2.60336 -3.75422 -4.76662  C39 1.080
46 H 3.91974 -3.91749 -5.92657  C39 1.087
47 H 2.32747 -3.55905 -6.49865  C39 1.090
48 H 2.17435 -0.28996 -5.06930  O40 0.944
49 C -5.18527 -1.18163 2.22667  C50 1.526, H53 1.104, H54 1.092, H55 1.133
50 C -5.42146 -2.62270 2.66874  C49 1.526, C51 1.481, O52 1.443, H56 1.124
51 C -5.36743 -3.63982 1.59365  C50 1.481, H57 1.092, H58 1.096, H59 1.093
52 O -4.66193 -2.99608 3.83739  C50 1.443, H60 0.969
53 H -4.09568 -1.02058 2.14517  C49 1.104
54 H -5.65109 -0.44741 2.88726  C49 1.092
55 H -5.70548 -1.10701 1.22345  C49 1.133
56 H -6.48135 -2.64573 3.04215  C50 1.124
57 H -5.34431 -4.66398 1.97279  C51 1.092
58 H -4.44490 -3.57861 1.00466  C51 1.096
59 H -6.27840 -3.53387 0.99881  C51 1.093
60 H -3.70312 -2.97871 3.70092  O52 0.969
61 C -1.37905 0.67663 -0.08623  C62 1.479, H65 1.137, H66 1.105, H67 1.079
62 C -0.84981 1.69301 -1.02100  C61 1.479, C63 1.515, O64 1.421, H68 1.100
63 C -0.81004 3.05822 -0.36616  C62 1.515, H69 1.091, H70 1.051, H71 1.152
64 O 0.45494 1.32525 -1.44819  C62 1.421, H72 0.937
65 H -0.49547 0.44742 0.59213  C61 1.137
66 H -1.69270 -0.26012 -0.58165  C61 1.105
67 H -2.22800 1.02014 0.48482  C61 1.079
68 H -1.49266 1.67455 -1.91326  C62 1.100
69 H -0.57687 3.84461 -1.08561  C63 1.091
70 H -0.12536 3.06563 0.43175  C63 1.051
71 H -1.86101 3.20653 0.08186  C63 1.152
72 H 1.07945 1.58875 -0.80114  O64 0.937
73 O 1.82085 -1.11179 -1.98058  H74 0.979, H75 0.975
74 H 1.12230 -0.42736 -2.01510  O73 0.979
75 H 1.89155 -1.43019 -2.89916  O73 0.975
76 O 0.58315 -2.42210 0.58650  H77 0.959, H78 0.968
77 H 1.14649 -1.86264 0.04809  O76 0.959
78 H 0.83828 -3.34564 0.44774  O76 0.968
79 O 3.48264 1.23139 -0.59497  H80 0.946, H81 0.982
80 H 4.23381 0.98276 -0.07558  O79 0.946
81 H 3.44810 0.61887 -1.36223  O79 0.982

***

(2)
The following is a DFT calculation (ωB97M-V/def2-TZVPD) of 9 unconnected molecules or ions with the total composition C18H54O9.

As for the HOMO energy: -9.86 eV. The LUMO energy is 0.234 eV. Its SMILES is CCO.CCO.CCO.CCO.CCO.CCO.CCO.CCO.CCO. As for the orbital gap: 10.10 eV. The value obtained for the energy above the lowest of the compared OMol25 structures with the same formula, charge and spin is 519.5 kJ/mol. Its total charge is 0.

Bonds (Å) are listed after each position.
CARTESIAN COORDINATES (ANGSTROEM)
1 C -5.74157 4.05448 1.39135  C2 1.552, H4 1.090, H5 1.090, H6 1.090
2 C -6.54277 3.42642 2.56274  C1 1.552, O3 1.379, H7 1.090, H8 1.090
3 O -5.72466 2.54755 3.24191  C2 1.379, H9 0.960
4 H -5.45119 3.29259 0.66794  C1 1.090
5 H -4.88340 4.58795 1.80008  C1 1.090
6 H -6.32442 4.75540 0.79377  C1 1.090
7 H -7.35758 2.81814 2.17007  C2 1.090
8 H -6.99302 4.15195 3.24021  C2 1.090
9 H -5.40451 1.93081 2.57954  O3 0.960
10 C -4.08247 -7.29000 3.45910  C11 1.525, H13 1.090, H14 1.090, H15 1.090
11 C -5.24418 -7.15436 2.48021  C10 1.525, O12 1.366, H16 1.090, H17 1.090
12 O -5.79818 -5.90572 2.50110  C11 1.366, H18 0.960
13 H -3.80034 -8.33951 3.54281  C10 1.090
14 H -4.33534 -6.87189 4.43345  C10 1.090
15 H -3.16249 -6.77297 3.18630  C10 1.090
16 H -6.00102 -7.88011 2.77785  C11 1.090
17 H -4.86007 -7.34274 1.47768  C11 1.090
18 H -6.20219 -5.69090 1.65716  O12 0.960
19 C -1.32818 0.01052 -0.68550  C20 1.534, H22 1.090, H23 1.090, H24 1.090
20 C -1.89074 -1.34454 -0.23622  C19 1.534, O21 1.401, H25 1.090, H26 1.090
21 O -2.97939 -1.16982 0.62821  C20 1.401, H27 0.960
22 H -2.00552 0.41230 -1.43907  C19 1.090
23 H -0.32008 -0.05449 -1.09491  C19 1.090
24 H -1.20756 0.61722 0.21198  C19 1.090
25 H -1.18346 -1.93836 0.34278  C20 1.090
26 H -2.26471 -1.98533 -1.03474  C20 1.090
27 H -3.24604 -2.05664 0.88129  O21 0.960
28 C 1.08649 2.76208 -6.55402  C29 1.535, H31 1.090, H32 1.090, H33 1.090
29 C 2.34325 2.26842 -7.28481  C28 1.535, O30 1.455, H34 1.090, H35 1.090
30 O 2.67536 0.91541 -6.86466  C29 1.455, H36 0.960
31 H 0.83930 3.66150 -7.11797  C28 1.090
32 H 1.30700 3.01952 -5.51807  C28 1.090
33 H 0.29914 2.00883 -6.52563  C28 1.090
34 H 3.24930 2.86231 -7.16453  C29 1.090
35 H 2.16972 2.27220 -8.36090  C29 1.090
36 H 3.40402 0.67881 -7.44319  O30 0.960
37 C 4.84022 -3.23316 -1.77283  C38 1.514, H40 1.090, H41 1.090, H42 1.090
38 C 5.39270 -3.52846 -3.15116  C37 1.514, O39 1.395, H43 1.090, H44 1.090
39 O 4.37808 -3.63675 -4.10258  C38 1.395, H45 0.960
40 H 4.12454 -2.41166 -1.80517  C37 1.090
41 H 5.65616 -2.91297 -1.12490  C37 1.090
42 H 4.35619 -4.09658 -1.31639  C37 1.090
43 H 5.85349 -4.51601 -3.12845  C38 1.090
44 H 6.08805 -2.73059 -3.41192  C38 1.090
45 H 4.27508 -2.78751 -4.53821  O39 0.960
46 C -1.78315 -4.04641 -6.17837  C47 1.482, H49 1.090, H50 1.090, H51 1.090
47 C -1.69420 -5.44172 -5.68775  C46 1.482, O48 1.396, H52 1.090, H53 1.090
48 O -0.84257 -5.49767 -4.58266  C47 1.396, H54 0.960
49 H -2.38139 -3.99614 -7.08814  C46 1.090
50 H -0.77894 -3.69643 -6.41752  C46 1.090
51 H -2.25876 -3.36409 -5.47386  C46 1.090
52 H -1.33321 -6.10435 -6.47433  C47 1.090
53 H -2.66944 -5.86587 -5.44878  C47 1.090
54 H 0.01009 -5.27276 -4.96211  O48 0.960
55 C 3.78108 -2.08071 5.01438  C56 1.563, H58 1.090, H59 1.090, H60 1.090
56 C 3.40747 -0.63729 4.54443  C55 1.563, O57 1.382, H61 1.090, H62 1.090
57 O 4.21169 0.26101 5.21943  C56 1.382, H63 0.960
58 H 3.21116 -2.92026 4.61631  C55 1.090
59 H 3.68511 -2.03405 6.09915  C55 1.090
60 H 4.82094 -2.30378 4.77558  C55 1.090
61 H 2.37741 -0.39525 4.80615  C56 1.090
62 H 3.50245 -0.53130 3.46376  C56 1.090
63 H 3.82035 0.39417 6.08587  O57 0.960
64 C 4.61918 5.22767 -1.41376  C65 1.558, H67 1.090, H68 1.090, H69 1.090
65 C 4.07806 5.83703 -0.08567  C64 1.558, O66 1.412, H70 1.090, H71 1.090
66 O 3.61048 7.12766 -0.41851  C65 1.412, H72 0.960
67 H 4.01086 5.51079 -2.27276  C64 1.090
68 H 4.84857 4.16259 -1.38074  C64 1.090
69 H 5.54571 5.74831 -1.65578  C64 1.090
70 H 4.77588 5.82504 0.75159  C65 1.090
71 H 3.29611 5.11443 0.14778  C65 1.090
72 H 2.90596 7.08345 -1.06912  O66 0.960
73 C -0.64923 5.70882 5.81088  C74 1.524, H76 1.090, H77 1.090, H78 1.090
74 C -0.80312 5.36237 7.28709  C73 1.524, O75 1.371, H79 1.090, H80 1.090
75 O -0.06970 6.27672 7.99801  C74 1.371, H81 0.960
76 H 0.37018 5.80066 5.43606  C73 1.090
77 H -1.23651 6.62549 5.75695  C73 1.090
78 H -1.13995 4.90549 5.26136  C73 1.090
79 H -0.28491 4.40997 7.39889  C74 1.090
80 H -1.82607 5.33140 7.66221  C74 1.090
81 H 0.85980 6.07129 8.12221  O75 0.960

***

(3)
The following is a DFT calculation (ωB97M-V/def2-TZVPD) of 10 unconnected molecules or ions with the total composition C18H56BI2O10PS9.

As for the HOMO energy: -8.04 eV. The LUMO energy is -0.832 eV. As for the orbital gap: 7.21 eV. Its total charge is 0.

Bonds (Å) are listed after each position.
CARTESIAN COORDINATES (ANGSTROEM)
1 O 3.18041 -4.34403 1.10374  P2 1.659, H6 0.977
2 P 4.39323 -3.57163 0.27582  O1 1.659, I3 2.443, B4 1.965
3 I 3.22317 -2.16609 -1.34391  P2 2.443
4 B 4.75243 -2.20590 1.64262  P2 1.965, I5 2.093, H7 1.187
5 I 3.24719 -1.06311 2.54105  B4 2.093
6 H 2.47433 -3.75871 1.43963  O1 0.977
7 H 5.84288 -2.10380 2.10157  B4 1.187
8 C 3.22135 -3.56261 5.84118  S9 1.798, H12 1.088, H13 1.090, H14 1.090
9 S 1.47366 -3.19069 6.04387  C8 1.798, O10 1.492, C11 1.800
10 O 1.38466 -1.73243 6.34733  S9 1.492
11 C 1.27805 -4.04420 7.61604  S9 1.800, H15 1.090, H16 1.090, H17 1.089
12 H 3.53627 -3.08710 4.91517  C8 1.088
13 H 3.77965 -3.15626 6.68457  C8 1.090
14 H 3.35461 -4.64190 5.76456  C8 1.090
15 H 1.96527 -3.61096 8.34319  C11 1.090
16 H 1.47117 -5.10788 7.47862  C11 1.090
17 H 0.24646 -3.89896 7.93295  C11 1.089
18 C -3.60885 -0.30187 5.36353  S19 1.796, H22 1.087, H23 1.090, H24 1.090
19 S -1.98256 -1.06473 5.35767  C18 1.796, O20 1.493, C21 1.791
20 O -2.17921 -2.48284 4.93387  S19 1.493
21 C -1.74515 -1.07703 7.13282  S19 1.791, H25 1.091, H26 1.091, H27 1.088
22 H -3.92594 -0.21279 4.32733  C18 1.087
23 H -4.29166 -0.93320 5.93265  C18 1.090
24 H -3.53583 0.69504 5.79706  C18 1.090
25 H -2.54233 -1.63588 7.62447  C21 1.091
26 H -1.70660 -0.04904 7.49668  C21 1.091
27 H -0.77752 -1.54818 7.29495  C21 1.088
28 C 0.86598 -0.49570 -6.58950  S29 1.795, H32 1.088, H33 1.089, H34 1.088
29 S 1.93882 -0.82252 -5.18748  C28 1.795, O30 1.495, C31 1.800
30 O 1.86872 -2.29534 -4.94209  S29 1.495
31 C 0.87007 -0.05966 -3.95657  S29 1.800, H35 1.090, H36 1.090, H37 1.089
32 H 1.35245 -0.89976 -7.47528  C28 1.088
33 H -0.08873 -0.99519 -6.43361  C28 1.089
34 H 0.74328 0.58043 -6.69164  C28 1.088
35 H -0.10053 -0.55488 -3.97075  C31 1.090
36 H 0.78575 1.00284 -4.18311  C31 1.090
37 H 1.33987 -0.19429 -2.98356  C31 1.089
38 C -1.39055 3.09776 4.96582  S39 1.800, H42 1.089, H43 1.091, H44 1.090
39 S -2.07557 3.15672 3.30248  C38 1.800, O40 1.489, C41 1.799
40 O -2.85573 1.90103 3.12793  S39 1.489
41 C -0.51414 2.90407 2.44538  S39 1.799, H45 1.090, H46 1.090, H47 1.088
42 H -2.22334 3.18290 5.66169  C38 1.089
43 H -0.88124 2.14336 5.10426  C38 1.091
44 H -0.70572 3.93313 5.11134  C38 1.090
45 H -0.07552 1.96646 2.78702  C41 1.090
46 H 0.15061 3.74554 2.64067  C41 1.090
47 H -0.73722 2.84692 1.38181  C41 1.088
48 C 3.97653 4.14867 -6.79378  S49 1.791, H52 1.087, H53 1.089, H54 1.090
49 S 2.32073 3.69438 -6.28393  C48 1.791, O50 1.495, C51 1.797
50 O 2.37785 2.24077 -5.93950  S49 1.495
51 C 1.56358 3.79308 -7.91063  S49 1.797, H55 1.090, H56 1.090, H57 1.089
52 H 4.62190 4.07322 -5.92220  C48 1.087
53 H 4.32656 3.45759 -7.55851  C48 1.089
54 H 3.97943 5.17396 -7.16367  C48 1.090
55 H 2.09008 3.11624 -8.58326  C51 1.090
56 H 1.61211 4.82013 -8.27235  C51 1.090
57 H 0.52396 3.48726 -7.80781  C51 1.089
58 C -2.97859 -1.36147 -5.18637  S59 1.800, H62 1.088, H63 1.090, H64 1.090
59 S -3.66217 -1.51923 -6.84431  C58 1.800, O60 1.490, C61 1.794
60 O -3.14516 -0.36210 -7.62817  S59 1.490
61 C -5.35240 -1.14245 -6.37506  S59 1.794, H65 1.090, H66 1.089, H67 1.088
62 H -1.90766 -1.53946 -5.25341  C58 1.088
63 H -3.17503 -0.35495 -4.81684  C58 1.090
64 H -3.42783 -2.11272 -4.53687  C58 1.090
65 H -5.38878 -0.15124 -5.92334  C61 1.090
66 H -5.72406 -1.89484 -5.68178  C61 1.089
67 H -5.96314 -1.16199 -7.27512  C61 1.088
68 C 0.93873 -0.38797 10.56173  S69 1.797, H72 1.089, H73 1.090, H74 1.090
69 S -0.82973 -0.22718 10.28559  C68 1.797, O70 1.490, C71 1.798
70 O -1.03396 1.08217 9.60464  S69 1.490
71 C -1.29433 0.02199 12.00445  S69 1.798, H75 1.090, H76 1.090, H77 1.088
72 H 1.40070 -0.49550 9.58105  C68 1.089
73 H 1.30522 0.51331 11.05266  C68 1.090
74 H 1.13477 -1.27370 11.16639  C68 1.090
75 H -0.77057 0.89639 12.38995  C71 1.090
76 H -1.05089 -0.86944 12.58259  C71 1.090
77 H -2.36891 0.19204 12.02262  C71 1.088
78 C -8.23779 -2.59178 -2.58232  S79 1.798, H82 1.088, H83 1.090, H84 1.090
79 S -8.86198 -2.81515 -4.25387  C78 1.798, O80 1.490, C81 1.798
80 O -8.21698 -1.76181 -5.08777  S79 1.490
81 C -10.53330 -2.24207 -3.92122  S79 1.798, H85 1.090, H86 1.090, H87 1.088
82 H -7.18151 -2.85343 -2.59517  C78 1.088
83 H -8.36073 -1.54792 -2.29489  C78 1.090
84 H -8.77079 -3.25376 -1.89998  C78 1.090
85 H -10.48709 -1.22431 -3.53468  C81 1.090
86 H -11.01552 -2.91262 -3.21011  C81 1.090
87 H -11.07045 -2.25835 -4.86738  C81 1.088
88 C 9.45137 4.60425 -7.33605  S89 1.798, H92 1.088, H93 1.090, H94 1.090
89 S 8.27626 3.24417 -7.29443  C88 1.798, O90 1.490, C91 1.797
90 O 6.92166 3.85745 -7.38886  S89 1.490
91 C 8.51583 2.81885 -5.56477  S89 1.797, H95 1.090, H96 1.090, H97 1.088
92 H 9.40427 5.03647 -8.33355  C88 1.088
93 H 9.16194 5.34625 -6.59226  C88 1.090
94 H 10.45540 4.22582 -7.14449  C88 1.090
95 H 8.29630 3.69270 -4.95167  C91 1.090
96 H 9.53882 2.47625 -5.40962  C91 1.090
97 H 7.81895 2.01493 -5.33549  C91 1.088

***

E across the listed records, respectively: -37968.6159, -37964.4808, -163726.5252 eV.